1.
DFT (the ωB97M-V functional and the def2-TZVPD basis) results for an isolated molecule of C19H19N5O4S in a non-equilibrium geometry.

Last column: Löwdin charge in e.
Positions of all 48 atoms, in Å:
O (-1.85198, -4.55901, -2.64851)  0.060
O (4.05676, -5.96328, 2.39299)  0.090
O (-2.66096, 2.33770, 1.77650)  0.059
N (-2.58900, -2.50429, -2.36688)  0.130
N (-1.15389, 0.35521, -0.81876)  0.113
O (1.95287, -4.29882, 3.16424)  0.062
S (-3.52474, -0.04526, -1.89321)  1.148
C (-1.56457, -3.45824, -2.23425)  -0.463
C (3.29960, -5.58035, 1.53246)  -0.361
C (-2.02947, 2.61245, 0.76620)  -0.436
C (-2.33862, -1.30296, -1.88426)  -0.552
C (-2.34725, 0.90200, -1.00404)  -0.531
C (3.42684, -6.09109, 0.19450)  0.000
C (2.12501, -4.66156, 1.85016)  -0.192
C (-0.25041, -3.13962, -1.65180)  -0.089
C (2.60554, -5.64484, -0.79305)  0.004
C (1.30082, -4.20391, 0.84641)  0.018
C (-0.04849, -1.85876, -1.22060)  -0.216
C (0.80460, -4.17522, -1.59891)  0.046
C (1.53883, -4.65370, -0.52548)  -0.212
N (1.13024, -1.47194, -0.61344)  0.154
N (-1.09923, -0.90296, -1.34617)  -0.031
N (-0.90936, 3.43293, 0.79172)  -0.052
C (-2.71235, 2.27909, -0.54239)  -0.101
C (-0.11169, 3.78064, -0.38587)  -0.154
C (-0.53475, 4.12681, 2.02021)  -0.135
C (-0.32120, 5.25928, -0.70748)  -0.176
C (-0.81585, 5.61618, 1.75191)  -0.162
C (-0.10058, 6.19156, 0.49736)  -0.185
H (2.51500, -4.88969, 3.70036)  0.112
H (4.24523, -6.74337, -0.01088)  0.112
H (2.77656, -5.99069, -1.81398)  0.119
H (0.51478, -3.48149, 1.09227)  0.131
H (1.06527, -4.63116, -2.55692)  0.125
H (1.09899, -0.55584, -0.11250)  0.119
H (1.66370, -2.23042, -0.18573)  0.078
H (-2.47465, 2.95619, -1.33737)  0.105
H (-3.79576, 2.37353, -0.36980)  0.133
H (0.92370, 3.51160, -0.21117)  0.125
H (-0.39531, 3.18557, -1.23695)  0.101
H (0.52390, 3.92324, 2.23489)  0.128
H (-1.07804, 3.81334, 2.90854)  0.119
H (-1.34741, 5.43765, -1.11754)  0.125
H (0.36105, 5.50065, -1.51023)  0.102
H (-0.48650, 6.22103, 2.60385)  0.108
H (-1.89662, 5.75816, 1.63173)  0.118
H (-0.45300, 7.16686, 0.23776)  0.096
H (0.96239, 6.29684, 0.70410)  0.108

The relative energy (zero: lowest compared OMol25 entry of this formula, charge and spin) is 26.0 kcal/mol. For the calculated total energy, the calculation gives -1708.32381 Ha. As for the gap between HOMO and LUMO: 7.357 eV. The highest occupied orbital energy is -8.32 eV.

---

2.
DFT (the ωB97M-V functional and the def2-TZVPD basis) results for a structure of composition C45H46Cl3NO6P2S2Sc in a non-equilibrium geometry.

Last column: Löwdin charge in e.
Positions of all 106 atoms, in Å:
Sc (-0.19372, 0.44693, -0.12449)  0.898
O (3.65079, 0.00533, 1.11895)  0.133
C (2.68760, 0.17884, 0.42344)  -0.533
O (1.44771, 0.34749, 0.83613)  -0.138
C (2.79958, 0.18764, -1.08400)  -0.161
C (4.06485, 0.03238, -1.67316)  0.030
C (4.14641, 0.01747, -3.02930)  0.026
C (2.97257, 0.18887, -3.80062)  -0.137
C (2.99229, 0.20386, -5.21896)  -0.016
C (1.84619, 0.40723, -5.92972)  -0.057
C (0.62570, 0.62369, -5.24819)  -0.058
C (0.57984, 0.60565, -3.88528)  -0.062
C (1.74923, 0.36519, -3.12339)  -0.175
N (1.67888, 0.32962, -1.75386)  0.143
H (4.92292, -0.07650, -1.02491)  0.128
H (5.09860, -0.10960, -3.53201)  0.128
H (3.93895, 0.05836, -5.72714)  0.121
H (1.87056, 0.42736, -7.01281)  0.112
H (-0.27894, 0.82091, -5.81425)  0.117
H (-0.34708, 0.82037, -3.37105)  0.062
C (-0.95767, 4.06114, 2.17927)  -0.105
C (-1.57410, 3.05050, 3.13776)  -0.364
S (-2.44643, 1.68922, 2.36568)  1.003
O (-1.50028, 1.13484, 1.30993)  -0.603
C (-3.63438, 2.59034, 1.38012)  -0.363
C (-4.59485, 1.61978, 0.71194)  -0.110
H (-0.21803, 4.65756, 2.71572)  0.091
H (-1.70282, 4.73992, 1.76886)  0.069
H (-0.44070, 3.56777, 1.35678)  0.059
H (-2.30926, 3.48699, 3.81870)  0.101
H (-0.81375, 2.55166, 3.74056)  0.087
H (-3.04313, 3.13832, 0.64575)  0.072
H (-4.13895, 3.28901, 2.05253)  0.110
H (-4.04546, 0.84352, 0.17544)  0.065
H (-5.20799, 2.15469, -0.01223)  0.090
H (-5.24731, 1.14202, 1.43960)  0.065
C (-1.75453, -2.93276, 2.64165)  -0.491
P (-0.53051, -1.98207, 1.61830)  1.037
C (0.73790, -1.82740, 2.95121)  -0.380
C (0.88478, -0.61843, 3.62625)  -0.114
C (1.80960, -0.48320, 4.65163)  -0.065
C (2.59944, -1.56365, 5.02086)  -0.072
C (2.44281, -2.78316, 4.37838)  -0.068
C (1.51559, -2.91354, 3.35183)  -0.089
C (0.19391, -3.29603, 0.55542)  -0.373
C (-0.57301, -4.34481, 0.05696)  -0.103
C (-0.03204, -5.25922, -0.84324)  -0.099
C (1.27584, -5.11894, -1.28275)  -0.077
C (2.05312, -4.07545, -0.79146)  -0.060
C (1.51818, -3.17942, 0.12198)  -0.088
P (-2.59193, -1.84852, 3.89662)  1.026
C (-2.98144, -3.11350, 5.16797)  -0.393
C (-2.19755, -3.11227, 6.31945)  -0.107
C (-2.37183, -4.08812, 7.29513)  -0.079
C (-3.33616, -5.06998, 7.12572)  -0.080
C (-4.12998, -5.07285, 5.98256)  -0.076
C (-3.95358, -4.10077, 5.00806)  -0.086
C (-4.25160, -1.60346, 3.12949)  -0.403
C (-4.65075, -2.02724, 1.86384)  -0.106
C (-5.96901, -1.87169, 1.43648)  -0.089
C (-6.90810, -1.28332, 2.26863)  -0.088
C (-6.51622, -0.81488, 3.52019)  -0.078
C (-5.20038, -0.96214, 3.93673)  -0.112
H (-1.18036, -3.68352, 3.17812)  0.061
H (-2.50828, -3.43948, 2.04401)  0.021
H (0.28008, 0.22914, 3.33547)  0.077
H (1.92784, 0.47050, 5.15320)  0.108
H (3.33771, -1.45347, 5.80699)  0.108
H (3.04231, -3.63592, 4.67487)  0.107
H (1.40447, -3.87196, 2.85774)  0.109
H (-1.59851, -4.48010, 0.38259)  0.096
H (-0.63365, -6.09232, -1.18936)  0.110
H (1.69487, -5.82942, -1.98451)  0.108
H (3.08450, -3.96854, -1.10719)  0.111
H (2.15191, -2.40294, 0.53433)  0.102
H (-1.44364, -2.34242, 6.45248)  0.097
H (-1.75643, -4.07730, 8.18676)  0.106
H (-3.47351, -5.83267, 7.88298)  0.107
H (-4.88834, -5.83518, 5.85106)  0.106
H (-4.58608, -4.10718, 4.12639)  0.105
H (-3.94276, -2.49146, 1.18723)  0.072
H (-6.26174, -2.22396, 0.45314)  0.103
H (-7.93800, -1.18350, 1.94609)  0.107
H (-7.24086, -0.34363, 4.17511)  0.109
H (-4.90499, -0.60064, 4.91849)  0.108
Cl (-2.42858, 3.27794, -3.70814)  0.641
C (-1.18693, 3.63428, -2.50922)  -1.498
Cl (0.33252, 4.01743, -3.31657)  0.666
Cl (-1.69631, 5.00892, -1.50168)  0.648
C (-0.99360, 2.43950, -1.52738)  -0.816
O (0.01236, 2.47521, -0.76412)  -0.091
O (-1.82482, 1.51466, -1.49140)  -0.098
O (-0.89902, -1.05487, -1.33581)  -0.609
S (-1.82805, -1.21824, -2.55064)  1.058
C (-1.08080, -2.54136, -3.54417)  -0.267
C (-1.97533, -3.78315, -3.45758)  -0.201
C (-3.37756, -3.29955, -3.07797)  -0.211
C (-3.16993, -2.27458, -1.96934)  -0.293
H (-0.07649, -2.67789, -3.13776)  0.101
H (-1.00008, -2.14809, -4.55754)  0.091
H (-1.59439, -4.45643, -2.69252)  0.084
H (-1.98067, -4.32002, -4.40615)  0.122
H (-4.01652, -4.11401, -2.73855)  0.123
H (-3.87002, -2.83241, -3.93532)  0.121
H (-2.79392, -2.72224, -1.04576)  0.083
H (-4.03790, -1.64871, -1.76346)  0.098

The relative energy (zero: lowest compared OMol25 entry of this formula, charge and spin) is 7.9 kcal/mol. The charge is +1. For the calculated total energy, the calculation gives -5869.02990 Ha. As for the gap between HOMO and LUMO: 7.891 eV. The highest occupied orbital energy is -10.47 eV.

---

3.
DFT (the ωB97M-V functional and the def2-TZVPD basis) results for an isolated molecule of C4H13N3 in a non-equilibrium geometry.

Last column: Löwdin charge in e.
Positions of all 20 atoms, in Å:
N (-1.70401, 2.08541, 0.07813)  -0.010
C (-1.13055, 1.82788, 1.39139)  -0.273
C (-0.14187, 0.64863, 1.48612)  -0.226
N (-0.32731, -0.38668, 0.48383)  -0.106
C (0.87228, -0.97260, -0.08712)  -0.244
C (0.56147, -1.67084, -1.41919)  -0.271
N (1.56807, -1.47494, -2.47989)  -0.020
H (-2.70152, 1.98655, 0.07681)  0.053
H (-1.20353, 1.64850, -0.67414)  0.049
H (-0.59323, 2.69302, 1.73033)  0.083
H (-1.94323, 1.67707, 2.09367)  0.098
H (-0.25579, 0.24654, 2.50405)  0.109
H (0.89002, 0.99177, 1.38935)  0.104
H (-1.00831, -1.07275, 0.76849)  0.116
H (1.28547, -1.69352, 0.64377)  0.112
H (1.60191, -0.16930, -0.17966)  0.105
H (-0.34875, -1.16521, -1.75723)  0.100
H (0.35011, -2.73902, -1.34202)  0.106
H (1.81253, -0.49056, -2.48359)  0.056
H (2.41625, -1.96992, -2.22310)  0.058

The relative energy (zero: lowest compared OMol25 entry of this formula, charge and spin) is 26.7 kcal/mol. For the calculated total energy, the calculation gives -324.43235 Ha. As for the gap between HOMO and LUMO: 9.662 eV. The highest occupied orbital energy is -8.60 eV.

---

4.
DFT (the ωB97M-V functional and the def2-TZVPD basis) results for a structure of composition C27H42N4O6SSeSn.

Last column: Löwdin charge in e.
Positions of all 82 atoms, in Å:
Sn (-0.06078, -0.08712, 0.19743)  1.472
C (0.82691, -0.63775, -3.60183)  -0.054
O (-0.20122, -0.44642, -2.63738)  -0.297
C (-1.49421, -0.61569, -3.19235)  -0.196
C (-2.51029, -0.25263, -2.13687)  -0.150
O (-2.27975, -0.97629, -0.92772)  -0.314
C (-2.57850, -2.36652, -0.96617)  -0.147
C (-1.32294, -3.17645, -1.19280)  -0.181
O (-0.32817, -2.72237, -0.28573)  -0.335
C (0.78281, -3.62416, -0.23294)  -0.060
H (0.68000, 0.01744, -4.46419)  0.106
H (1.76883, -0.38812, -3.12111)  0.062
H (0.85562, -1.67407, -3.94855)  0.107
H (-1.63641, 0.03118, -4.06462)  0.144
H (-1.62386, -1.65260, -3.51976)  0.127
H (-2.41956, 0.79989, -1.86619)  0.123
H (-3.51557, -0.44059, -2.51805)  0.147
H (-3.03054, -2.61866, -0.00552)  0.131
H (-3.30211, -2.58746, -1.75305)  0.148
H (-1.53850, -4.23586, -1.02552)  0.147
H (-0.95770, -3.06087, -2.21673)  0.121
H (0.47344, -4.58127, 0.19234)  0.108
H (1.18709, -3.79618, -1.23339)  0.101
H (1.53952, -3.17635, 0.40241)  0.077
C (3.32063, -0.91321, -1.26213)  -0.076
O (2.57854, 0.09588, -0.57765)  -0.350
C (3.33404, 1.26558, -0.27252)  -0.167
C (2.78384, 1.85885, 1.00263)  -0.162
O (1.38069, 2.09708, 0.91706)  -0.256
C (1.01116, 3.40827, 0.49213)  -0.160
C (-0.43075, 3.35735, 0.03171)  -0.208
O (-0.65153, 2.37832, -0.97592)  -0.306
C (-0.24902, 2.81928, -2.27153)  -0.048
H (4.19039, -1.21772, -0.67610)  0.104
H (3.65815, -0.56409, -2.24003)  0.101
H (2.65957, -1.76808, -1.39303)  0.082
H (3.28283, 1.96943, -1.10888)  0.138
H (4.38447, 1.01080, -0.10457)  0.143
H (3.32049, 2.77505, 1.25730)  0.147
H (2.91550, 1.14776, 1.81474)  0.109
H (1.68303, 3.74801, -0.30022)  0.131
H (1.08806, 4.10546, 1.33069)  0.143
H (-0.75630, 4.34495, -0.30759)  0.144
H (-1.05662, 3.05422, 0.86999)  0.056
H (-0.76629, 3.74599, -2.52996)  0.109
H (-0.52628, 2.04723, -2.97836)  0.077
H (0.82937, 2.98629, -2.32890)  0.098
C (-4.54519, -0.26103, 3.99611)  -0.006
N (-3.79013, 0.96560, 4.19283)  -0.057
C (-2.81828, 1.44059, 3.40630)  -0.637
Se (-2.26953, 0.72462, 1.76415)  0.700
N (-2.37071, 2.58353, 3.94552)  0.134
C (-3.06627, 2.87182, 5.11649)  -0.164
C (-2.98877, 3.91600, 6.02471)  0.005
C (-3.86341, 3.87360, 7.09443)  -0.055
C (-4.78223, 2.82808, 7.25158)  -0.053
C (-4.85791, 1.78900, 6.34311)  0.010
C (-3.97758, 1.83348, 5.27188)  -0.148
H (-4.22152, -0.72183, 3.06882)  0.043
H (-5.60838, -0.03380, 3.93870)  0.109
H (-4.36670, -0.93996, 4.82877)  0.107
H (-1.63241, 3.13505, 3.54746)  0.158
H (-2.28325, 4.72888, 5.90692)  0.121
H (-3.84096, 4.66798, 7.82852)  0.117
H (-5.44787, 2.83491, 8.10457)  0.118
H (-5.57297, 0.98430, 6.46248)  0.121
N (-1.48503, -2.60436, 2.78656)  0.114
C (-0.20222, -2.32739, 3.11193)  -0.690
N (0.64291, -1.66737, 2.36364)  0.011
C (1.91046, -1.66833, 2.95779)  -0.308
C (3.08328, -1.20396, 2.37200)  -0.043
C (4.27409, -1.29005, 3.07474)  -0.062
C (4.31453, -1.83986, 4.35450)  -0.065
C (3.16279, -2.33954, 4.93864)  -0.068
C (1.97800, -2.25822, 4.22337)  -0.460
S (0.41115, -2.89010, 4.64887)  1.127
H (-1.73989, -2.50021, 1.82026)  0.057
H (-1.96345, -3.31551, 3.31088)  0.105
H (3.05199, -0.80469, 1.36596)  0.073
H (5.19012, -0.93500, 2.61765)  0.112
H (5.25587, -1.89900, 4.88403)  0.116
H (3.18854, -2.79486, 5.92077)  0.120

The charge is +2. For the calculated total energy, the calculation gives -4737.92266 Ha. As for the gap between HOMO and LUMO: 8.168 eV. The highest occupied orbital energy is -12.92 eV.

---

5.
DFT (the ωB97M-V functional and the def2-TZVPD basis) results for the ion C4H8NO with charge +1 in a non-equilibrium geometry.

Last column: Löwdin charge in e.
Positions of all 14 atoms, in Å:
C (-0.13509, 1.09681, -1.40688)  -0.169
C (-0.87107, 0.93125, -2.44389)  0.042
C (0.09790, -0.93523, 1.77763)  0.025
C (0.30440, 0.12680, 0.83550)  -0.359
N (-0.30053, 0.18934, -0.33464)  0.131
O (1.17486, 1.05276, 1.08692)  0.190
H (0.66202, 1.92184, -1.48859)  0.169
H (-1.48776, 0.08826, -2.83200)  0.105
H (-0.66027, 1.70415, -3.22728)  0.100
H (-0.88664, -0.81961, 2.22736)  0.117
H (0.01302, -1.97044, 1.46378)  0.109
H (0.81235, -1.01473, 2.71603)  0.160
H (-0.80181, -0.64660, -0.68413)  0.193
H (1.61474, 0.97294, 1.97814)  0.187

The relative energy (zero: lowest compared OMol25 entry of this formula, charge and spin) is 18.7 kcal/mol. The charge is +1. For the calculated total energy, the calculation gives -286.91263 Ha. As for the gap between HOMO and LUMO: 10.127 eV. The highest occupied orbital energy is -14.33 eV.